Density functional theory data (ωB97M-V/def2-TZVPD) for a structure of composition C12H30F4NaO6S4 in a non-equilibrium geometry.

Its total energy is -3081.1717 hartree.

ORCA input file:
```
! RIJCOSX wB97M-V def2-TZVPD def2/J DEFGRID3
* xyz -1 1
Na 0.77573 0.40436 -0.62698
F 0.99819 2.54887 0.22923
C -1.53962 -1.95089 1.10934
O -1.54879 -1.74962 2.52704
O -0.81989 -1.09057 0.43186
C -1.22576 -3.46191 0.92667
F 0.02728 -3.87094 1.21929
F -2.09466 -4.19558 1.66118
F -1.43904 -3.80599 -0.37630
C -2.40669 -0.71445 2.95140
C -1.83552 -0.14072 4.25049
H -2.66966 0.26290 4.82113
H -1.22829 -0.90993 4.72098
H -1.15274 0.67847 4.01257
H -3.37980 -1.16752 3.17966
H -2.63308 0.05164 2.21035
H -2.60409 -1.98359 0.78925
C 4.62680 -0.90242 -3.18503
S 3.50025 0.33403 -2.49390
O 2.47004 -0.57650 -1.85431
C 4.60633 0.91922 -1.19831
H 5.28804 -0.55673 -3.98655
H 4.03065 -1.71315 -3.59771
H 5.31820 -1.30857 -2.44405
H 5.49692 1.33950 -1.67306
H 4.84245 0.11235 -0.51120
H 4.10816 1.77644 -0.74238
C -2.56031 -0.52584 -2.44229
S -1.03626 -0.71915 -3.41105
O 0.02897 0.23226 -2.93520
C -1.71065 0.11287 -4.90213
H -3.32452 -1.21615 -2.81067
H -3.03374 0.45918 -2.47584
H -2.38721 -0.76080 -1.38993
H -2.46812 -0.47358 -5.42914
H -0.91514 0.34738 -5.60389
H -2.22817 1.01696 -4.58087
C 2.76216 -2.13540 1.65060
S 2.85677 -1.18992 3.21085
O 4.10472 -0.35568 3.07783
C 1.51126 -0.03684 2.78997
H 3.18902 -3.13839 1.77587
H 3.41391 -1.75780 0.86038
H 1.73259 -2.24447 1.31058
H 1.15374 0.45265 3.69349
H 0.66636 -0.56378 2.33546
H 1.92371 0.67639 2.07887
C -2.30884 1.99330 0.07869
S -3.26162 3.47705 -0.43663
O -4.35560 3.62030 0.60007
C -1.97145 4.66755 -0.05660
H -1.64376 1.65825 -0.70514
H -2.98425 1.17043 0.32452
H -1.76255 2.15103 1.00836
H -1.13140 4.11643 0.37660
H -2.17859 5.49437 0.62111
H -1.59246 5.14266 -0.96452
*
```

In elementary charge units, the Löwdin charges are:
1 Na 0.27
2 F -0.67
3 C -0.53
4 O -0.11
5 O -0.16
6 C -0.52
7 F 0.12
8 F 0.11
9 F 0.10
10 C -0.26
11 C -0.06
12 H 0.07
13 H 0.08
14 H 0.06
15 H 0.11
16 H 0.10
17 H 0.14
18 C -0.26
19 S 0.89
20 O -0.56
21 C -0.24
22 H 0.05
23 H 0.05
24 H 0.05
25 H 0.06
26 H 0.06
27 H 0.06
28 C -0.26
29 S 0.89
30 O -0.55
31 C -0.26
32 H 0.06
33 H 0.05
34 H 0.03
35 H 0.05
36 H 0.04
37 H 0.05
38 C -0.25
39 S 0.84
40 O -0.60
41 C -0.24
42 H 0.04
43 H 0.04
44 H 0.03
45 H 0.04
46 H 0.03
47 H 0.05
48 C -0.26
49 S 0.83
50 O -0.60
51 C -0.27
52 H 0.03
53 H 0.04
54 H 0.06
55 H 0.03
56 H 0.05
57 H 0.04

Density functional theory data (ωB97M-V/def2-TZVPD) for a structure of composition C12H30F8LiN4O24P2S8 in a non-equilibrium geometry.

Its total energy is -7174.8224 hartree.

ORCA input file:
```
! RIJCOSX wB97M-V def2-TZVPD def2/J DEFGRID3
* xyz -3 1
Li -3.53079 -12.35532 -7.44377
N -3.76532 -11.24216 -9.00363
S -2.99445 -11.64480 -10.35203
O -3.21057 -11.02367 -11.61459
O -2.65423 -13.06591 -10.29139
F -1.62970 -10.88188 -10.01023
S -5.34659 -11.26411 -9.78092
O -5.75113 -12.47911 -10.49625
O -5.96299 -9.97784 -10.22452
F -6.09427 -11.52006 -8.35956
N -4.19092 -8.57087 -6.81756
S -4.16444 -9.58911 -5.41353
O -3.81049 -10.99037 -5.74566
O -4.95458 -9.31819 -4.20758
F -2.76052 -9.19101 -4.82424
S -5.66445 -8.21534 -6.63079
O -5.88073 -7.03609 -5.83373
O -6.62225 -9.35083 -6.67105
F -5.62932 -7.60229 -8.14027
N -7.10957 -15.05241 -6.17339
S -6.15621 -14.65798 -7.64696
O -5.06471 -13.72376 -7.59210
O -6.83272 -14.90728 -8.92179
F -5.28402 -16.02542 -7.56113
S -7.48610 -13.54030 -6.01402
O -8.35016 -13.00361 -7.11925
O -6.48290 -12.67171 -5.36013
F -8.50000 -13.72514 -4.80051
N -1.37079 -8.58410 -7.96014
S -0.05924 -7.53088 -8.44853
O 0.38586 -7.66832 -9.81841
O 0.86998 -7.27524 -7.36645
F -0.88341 -6.17947 -8.45135
S -0.41610 -9.65477 -7.46752
O -0.09970 -9.69446 -6.02390
O 0.53982 -10.26084 -8.36261
F -1.48120 -10.84079 -7.28061
C -4.03351 -19.41219 -2.27244
C -4.33166 -18.04671 -1.71101
O -3.32055 -17.11525 -2.11676
P -3.23908 -16.58419 -3.64666
O -4.58546 -16.42526 -4.19986
O -2.36625 -15.21515 -3.44692
C -2.94321 -14.02218 -2.82106
C -3.74184 -13.29466 -3.84792
O -2.18984 -17.63575 -4.33396
C -1.83753 -17.68228 -5.72037
C -2.59143 -18.83712 -6.41155
H -3.87430 -19.47480 -3.34893
H -3.16373 -19.91997 -1.85560
H -4.75282 -20.19119 -2.01977
H -5.35546 -17.72015 -1.89348
H -4.24224 -17.98875 -0.62623
H -3.55105 -14.30539 -1.96175
H -2.13294 -13.39495 -2.44938
H -4.22207 -12.32356 -3.72771
H -3.26425 -13.26748 -4.82734
H -4.65411 -13.88632 -3.92408
H -2.10987 -16.75250 -6.21983
H -0.75433 -17.79291 -5.77080
H -2.27237 -18.97358 -7.44484
H -2.36678 -19.81612 -5.98825
H -3.66663 -18.77715 -6.24286
C -0.56441 -17.18605 -9.75939
C -1.37949 -16.20302 -8.87523
O -0.53987 -15.67998 -7.79735
P -0.72063 -14.07401 -7.54026
O -2.09928 -13.65660 -7.15624
O -0.26792 -13.41974 -8.94209
C 1.02929 -13.59943 -9.43707
C 1.24220 -12.87133 -10.66796
O 0.46273 -13.67211 -6.46419
C 0.36167 -14.13923 -5.16332
C -0.03752 -12.85117 -4.46385
H -1.13392 -17.55941 -10.61049
H 0.27298 -16.60020 -10.13843
H -0.20747 -18.07941 -9.24695
H -1.87413 -15.37636 -9.38520
H -2.24688 -16.73435 -8.48354
H 1.79806 -13.36131 -8.70195
H 1.04740 -14.66817 -9.65052
H 2.30539 -12.63243 -10.69327
H 0.95694 -13.33085 -11.61431
H 0.70703 -11.92192 -10.65004
H -0.19469 -15.05065 -4.94451
H 1.36952 -14.49036 -4.94183
H -0.98955 -12.49324 -4.85578
H 0.00521 -12.93824 -3.37817
H 0.74858 -12.11496 -4.63163
*
```

In elementary charge units, the Löwdin charges are:
1 Li 0.57
2 N -0.30
3 S 0.47
4 O -0.27
5 O -0.31
6 F -0.21
7 S 0.65
8 O -0.30
9 O -0.30
10 F -0.23
11 N -0.23
12 S 0.61
13 O -0.37
14 O -0.30
15 F -0.19
16 S 0.44
17 O -0.32
18 O -0.31
19 F -0.24
20 N -0.24
21 S 0.61
22 O -0.35
23 O -0.29
24 F -0.24
25 S 0.46
26 O -0.33
27 O -0.31
28 F -0.22
29 N -0.21
30 S 0.57
31 O -0.30
32 O -0.31
33 F -0.20
34 S 0.40
35 O -0.33
36 O -0.30
37 F -0.25
38 C -0.09
39 C -0.27
40 O -0.20
41 P 0.49
42 O -0.21
43 O -0.20
44 C -0.24
45 C -0.08
46 O -0.20
47 C -0.25
48 C -0.06
49 H 0.07
50 H 0.07
51 H 0.07
52 H 0.12
53 H 0.11
54 H 0.11
55 H 0.10
56 H 0.08
57 H 0.06
58 H 0.06
59 H 0.10
60 H 0.12
61 H 0.06
62 H 0.06
63 H 0.08
64 C -0.06
65 C -0.23
66 O -0.21
67 P 0.56
68 O -0.26
69 O -0.17
70 C -0.31
71 C -0.07
72 O -0.18
73 C -0.30
74 C -0.05
75 H 0.07
76 H 0.05
77 H 0.06
78 H 0.11
79 H 0.10
80 H 0.13
81 H 0.10
82 H 0.08
83 H 0.08
84 H 0.08
85 H 0.10
86 H 0.11
87 H 0.08
88 H 0.07
89 H 0.08

Density functional theory data (ωB97M-V/def2-TZVPD) for a cluster of 5 separate species, C12H30N10O10P in total in a non-equilibrium geometry.

Its total energy is -2115.9395 hartree.

ORCA input file:
```
! RIJCOSX wB97M-V def2-TZVPD def2/J DEFGRID3
* xyz 1 1
C 2.33502 -3.20693 2.62811
C 2.87687 -2.40825 1.43041
N 2.03825 -1.32157 0.91346
C 0.63618 -1.66420 0.78959
C -0.12421 -0.55721 0.05264
N -1.56458 -0.86416 0.05946
C -2.34685 -0.72118 1.10839
N -3.66955 -1.01587 1.19903
C -4.00764 -0.73376 2.43849
P -5.79366 -1.03576 2.98717
N -5.87949 -2.75415 3.01271
O -6.62026 -0.59589 1.64668
N -2.99133 -0.25723 3.14329
N -1.92537 -0.23589 2.29197
C 2.25637 -0.05827 1.56452
C 2.07371 0.13834 3.06151
O 2.56298 0.91039 0.89306
H 3.12221 -3.61929 3.24702
H 1.75031 -4.04573 2.26087
H 1.67161 -2.64513 3.27675
H 3.82894 -1.96783 1.71373
H 3.10343 -3.12158 0.64671
H 0.57826 -2.53737 0.14792
H 0.12139 -1.86699 1.73641
H 0.17089 -0.52588 -0.98161
H -0.01887 0.41576 0.53072
H -2.00138 -1.20144 -0.78250
H -4.97928 -3.18383 2.81092
H -6.48371 -3.07261 2.25738
H -6.38078 -1.22579 0.94746
H -3.01850 0.03168 4.10833
H -1.00917 0.06758 2.57280
H 3.03925 0.39026 3.48087
H 1.43151 1.00575 3.18941
H 1.60713 -0.69008 3.58044
C -8.44212 2.00975 1.26701
N -9.72151 2.10982 2.02110
O -10.01768 1.18280 2.74443
O -10.37595 3.11349 1.85830
H -7.97185 1.06715 1.51202
H -8.68128 2.06514 0.20915
H -7.82113 2.84843 1.56790
C 2.71842 -0.34924 -3.27699
N 1.46012 -1.00322 -3.73369
O 0.63209 -1.30056 -2.88065
O 1.32995 -1.20465 -4.90976
H 2.68171 -0.24218 -2.19918
H 3.54091 -0.99028 -3.58194
H 2.77974 0.61089 -3.76506
C 4.32319 3.28791 -0.65256
N 4.64026 2.78444 -2.01553
O 3.76728 2.20301 -2.63200
O 5.75583 2.97934 -2.43454
H 3.29657 3.03288 -0.42234
H 5.00887 2.80707 0.03773
H 4.47198 4.36344 -0.66302
C 5.87684 2.41132 -5.73298
N 5.58628 1.08367 -6.34074
O 5.48057 0.13334 -5.59063
O 5.47077 1.04102 -7.54282
H 5.94924 2.28747 -4.66054
H 6.81330 2.76762 -6.15115
H 5.05794 3.07424 -5.99563
*
```

In elementary charge units, the Löwdin charges are:
1 C -0.08
2 C -0.20
3 N -0.09
4 C -0.16
5 C -0.11
6 N 0.12
7 C -0.33
8 N 0.16
9 C -0.41
10 P 0.85
11 N -0.17
12 O -0.31
13 N 0.10
14 N 0.15
15 C -0.45
16 C 0.02
17 O 0.10
18 H 0.08
19 H 0.07
20 H 0.04
21 H 0.12
22 H 0.12
23 H 0.14
24 H 0.11
25 H 0.09
26 H 0.12
27 H 0.17
28 H 0.04
29 H 0.05
30 H 0.06
31 H 0.18
32 H 0.16
33 H 0.10
34 H 0.08
35 H 0.06
36 C 0.04
37 N -0.46
38 O 0.07
39 O 0.07
40 H 0.04
41 H 0.10
42 H 0.10
43 C 0.05
44 N -0.43
45 O 0.01
46 O 0.11
47 H 0.08
48 H 0.11
49 H 0.08
50 C 0.05
51 N -0.42
52 O 0.04
53 O 0.08
54 H 0.08
55 H 0.10
56 H 0.10
57 C 0.04
58 N -0.45
59 O 0.05
60 O 0.08
61 H 0.06
62 H 0.10
63 H 0.10

Density functional theory data (ωB97M-V/def2-TZVPD) for a structure of composition C12H30N2NaO4 in a non-equilibrium geometry.

The relative energy (zero: lowest compared OMol25 entry of this formula, charge and spin) comes out at 422.7 kJ/mol.

ORCA input file:
```
! RIJCOSX wB97M-V def2-TZVPD def2/J DEFGRID3
* xyz 1 1
Na 0.37315 1.12631 0.28161
C 2.15932 -5.60561 -0.59816
O 1.53200 -4.32442 -0.92109
C 0.53183 -4.21153 -1.88973
C 0.13316 -2.81081 -2.16402
N 1.31739 -1.93600 -2.18234
C 1.26544 -0.95814 -3.27194
C 2.55632 -0.10922 -3.22483
O 2.44551 0.94465 -2.31525
C 3.57691 1.86886 -2.21768
H 2.95303 -5.49176 0.14019
H 2.52832 -6.12840 -1.48057
H 1.32873 -6.20198 -0.22060
H -0.35607 -4.78857 -1.63136
H 1.03722 -4.49621 -2.81257
H -0.53272 -2.57780 -1.33311
H -0.51794 -2.79414 -3.03802
H 2.07864 -2.55268 -2.42791
H 0.47355 -0.21159 -3.21131
H 1.05862 -1.28602 -4.29068
H 2.50783 0.44328 -4.16317
H 3.50948 -0.63503 -3.16912
H 3.69557 2.54509 -3.06428
H 4.49169 1.33702 -1.95609
H 3.39671 2.51263 -1.35676
C 1.47067 2.23602 3.53802
O 0.34891 2.68881 2.81717
C -0.76211 3.12269 3.63497
C -1.56285 1.81772 3.98408
N -2.04643 1.14793 2.75934
C -3.38903 1.60845 2.30750
C -3.35462 2.36375 0.97563
O -2.65004 1.78761 -0.15769
C -3.46264 1.10601 -1.01203
H 1.09491 1.36091 4.06818
H 1.79294 2.96316 4.28334
H 2.24877 1.90622 2.84962
H -1.32132 3.78868 2.97782
H -0.59607 3.83351 4.44445
H -2.35606 2.09687 4.67763
H -1.00185 1.00269 4.44135
H -2.14969 0.18947 3.06067
H -4.03767 2.04850 3.06495
H -3.87539 0.64947 2.12884
H -2.74605 3.25773 1.11183
H -4.27672 2.89905 0.74918
H -3.91445 0.17780 -0.66218
H -2.82298 0.73984 -1.81506
H -4.17395 1.54927 -1.70892
*
```

In elementary charge units, the Löwdin charges are:
1 Na 0.75
2 C -0.05
3 O -0.21
4 C -0.26
5 C -0.23
6 N -0.03
7 C -0.20
8 C -0.23
9 O -0.23
10 C -0.06
11 H 0.09
12 H 0.08
13 H 0.08
14 H 0.13
15 H 0.13
16 H 0.11
17 H 0.12
18 H 0.10
19 H 0.11
20 H 0.12
21 H 0.12
22 H 0.13
23 H 0.09
24 H 0.09
25 H 0.08
26 C -0.09
27 O -0.24
28 C -0.15
29 C -0.18
30 N -0.06
31 C -0.17
32 C -0.18
33 O -0.18
34 C -0.17
35 H 0.08
36 H 0.10
37 H 0.09
38 H 0.11
39 H 0.13
40 H 0.11
41 H 0.11
42 H 0.10
43 H 0.13
44 H 0.12
45 H 0.11
46 H 0.13
47 H 0.10
48 H 0.08
49 H 0.10

Repeat the fourth record exactly.
Density functional theory data (ωB97M-V/def2-TZVPD) for a structure of composition C12H30N2NaO4 in a non-equilibrium geometry.

The relative energy (zero: lowest compared OMol25 entry of this formula, charge and spin) comes out at 422.7 kJ/mol.

ORCA input file:
```
! RIJCOSX wB97M-V def2-TZVPD def2/J DEFGRID3
* xyz 1 1
Na 0.37315 1.12631 0.28161
C 2.15932 -5.60561 -0.59816
O 1.53200 -4.32442 -0.92109
C 0.53183 -4.21153 -1.88973
C 0.13316 -2.81081 -2.16402
N 1.31739 -1.93600 -2.18234
C 1.26544 -0.95814 -3.27194
C 2.55632 -0.10922 -3.22483
O 2.44551 0.94465 -2.31525
C 3.57691 1.86886 -2.21768
H 2.95303 -5.49176 0.14019
H 2.52832 -6.12840 -1.48057
H 1.32873 -6.20198 -0.22060
H -0.35607 -4.78857 -1.63136
H 1.03722 -4.49621 -2.81257
H -0.53272 -2.57780 -1.33311
H -0.51794 -2.79414 -3.03802
H 2.07864 -2.55268 -2.42791
H 0.47355 -0.21159 -3.21131
H 1.05862 -1.28602 -4.29068
H 2.50783 0.44328 -4.16317
H 3.50948 -0.63503 -3.16912
H 3.69557 2.54509 -3.06428
H 4.49169 1.33702 -1.95609
H 3.39671 2.51263 -1.35676
C 1.47067 2.23602 3.53802
O 0.34891 2.68881 2.81717
C -0.76211 3.12269 3.63497
C -1.56285 1.81772 3.98408
N -2.04643 1.14793 2.75934
C -3.38903 1.60845 2.30750
C -3.35462 2.36375 0.97563
O -2.65004 1.78761 -0.15769
C -3.46264 1.10601 -1.01203
H 1.09491 1.36091 4.06818
H 1.79294 2.96316 4.28334
H 2.24877 1.90622 2.84962
H -1.32132 3.78868 2.97782
H -0.59607 3.83351 4.44445
H -2.35606 2.09687 4.67763
H -1.00185 1.00269 4.44135
H -2.14969 0.18947 3.06067
H -4.03767 2.04850 3.06495
H -3.87539 0.64947 2.12884
H -2.74605 3.25773 1.11183
H -4.27672 2.89905 0.74918
H -3.91445 0.17780 -0.66218
H -2.82298 0.73984 -1.81506
H -4.17395 1.54927 -1.70892
*
```

In elementary charge units, the Löwdin charges are:
1 Na 0.75
2 C -0.05
3 O -0.21
4 C -0.26
5 C -0.23
6 N -0.03
7 C -0.20
8 C -0.23
9 O -0.23
10 C -0.06
11 H 0.09
12 H 0.08
13 H 0.08
14 H 0.13
15 H 0.13
16 H 0.11
17 H 0.12
18 H 0.10
19 H 0.11
20 H 0.12
21 H 0.12
22 H 0.13
23 H 0.09
24 H 0.09
25 H 0.08
26 C -0.09
27 O -0.24
28 C -0.15
29 C -0.18
30 N -0.06
31 C -0.17
32 C -0.18
33 O -0.18
34 C -0.17
35 H 0.08
36 H 0.10
37 H 0.09
38 H 0.11
39 H 0.13
40 H 0.11
41 H 0.11
42 H 0.10
43 H 0.13
44 H 0.12
45 H 0.11
46 H 0.13
47 H 0.10
48 H 0.08
49 H 0.10